(1)
Density functional theory data (ωB97M-V/def2-TZVPD) for 2 unconnected molecules or ions with the total composition CH2N2O3S in a non-equilibrium geometry.

Each line ends with the Löwdin charge.
Cartesian coordinates (Å):
1 O -2.08363 -1.19829 -0.60045  -0.55
2 N 0.81632 2.70901 0.36022  0.19
3 O -1.81769 0.72265 1.19864  -0.47
4 H -1.96497 -3.06841 -0.79671  0.06
5 H 0.89310 3.40911 1.14024  0.12
6 N -1.43318 -2.32379 -0.29894  0.05
7 S -2.43394 0.21080 0.00910  0.98
8 C -0.11104 2.50434 -0.36659  -0.44
9 O -0.84092 2.10926 -1.19296  0.07

For the HOMO energy (spin up / spin down), the calculation gives -9.84 / -8.46 eV. As for the relative energy (zero: lowest compared OMol25 entry of this formula, charge and spin): 87.4 kcal/mol. The value obtained for the orbital gap (spin up / spin down) is 9.29 / 7.97 eV. The calculation puts the total energy at -772.56750 hartree. As for the molar mass: 122.105 g mol⁻¹. As for the spin multiplicity: 1.


(2)
Density functional theory data (ωB97M-V/def2-TZVPD) for a single CH2N2O3S molecule in a non-equilibrium geometry.

Each line ends with the Löwdin charge.
Cartesian coordinates (Å):
1 N 1.82775 -0.13495 -0.09365  0.01
2 O -2.75880 1.84808 0.81918  0.18
3 C -2.10145 1.03093 0.31258  -0.40
4 O 0.03433 -1.58237 -1.18820  -0.28
5 S 0.11982 -0.68405 -0.10309  0.69
6 N -1.38400 0.33858 -0.32771  0.04
7 H 2.17100 0.67689 0.32411  0.04
8 H 2.30579 -0.23403 -0.90819  0.01
9 O -0.21443 -1.25910 1.16496  -0.29

For the HOMO energy, the calculation gives -11.19 eV. The SMILES is NS(=O)(=O)N=C=O. As for the relative energy (zero: lowest compared OMol25 entry of this formula, charge and spin): 35.3 kcal/mol. The value obtained for the orbital gap is 9.83 eV. The calculation puts the total energy at -772.65058 hartree. As for the molar mass: 122.105 g mol⁻¹. As for the spin multiplicity: 1.


(3)
Density functional theory data (ωB97M-V/def2-TZVPD) for 2 unconnected molecules or ions with the total composition CH2N2O3S in a non-equilibrium geometry.

Each line ends with the Mulliken spin population.
Cartesian coordinates (Å):
1 C 2.41592 -1.52104 0.29547  0.01
2 N -0.63582 -0.14588 -0.12608  0.45
3 N 0.45933 0.21927 0.32499  0.58
4 O -1.34987 0.30445 -1.00556  0.51
5 S 1.04290 1.57794 -0.36674  0.41
6 H -0.36223 -1.64069 0.83202  0.01
7 H -0.07001 1.99845 -0.92577  0.00
8 O -1.16246 -1.31336 0.40601  0.03
9 O 3.10748 -0.69652 -0.03220  0.00

For the HOMO energy (spin up / spin down), the calculation gives -6.46 / -11.02 eV. As for the relative energy (zero: lowest compared OMol25 entry of this formula, charge and spin): 71.8 kcal/mol. The value obtained for the orbital gap (spin up / spin down) is 7.01 / 8.31 eV. The calculation puts the total energy at -772.44669 hartree. The expectation value of S² is 2.01. As for the molar mass: 122.105 g mol⁻¹. As for the spin multiplicity: 3.


(4)
Density functional theory data (ωB97M-V/def2-TZVPD) for a molecular structure, CH2N2O3S2 in a non-equilibrium geometry.

Each line ends with the Löwdin charge.
Cartesian coordinates (Å):
1 S -0.57132 -0.39952 0.15272  0.60
2 O -0.76694 -1.85680 0.37648  -0.57
3 O -0.44598 0.25642 1.48957  -0.54
4 O 2.54775 0.37714 1.97967  0.05
5 N -2.41099 0.15609 -0.57388  -0.30
6 H -2.66453 -0.60725 -1.29443  -0.05
7 S 2.61596 0.52566 -1.64071  0.01
8 N 1.63573 0.17608 -0.19984  -0.55
9 H -2.08196 0.99814 -1.15779  -0.05
10 C 2.14228 0.37403 0.86820  -0.59

For the HOMO energy, the calculation gives 0.48 eV. As for the relative energy (zero: lowest compared OMol25 entry of this formula, charge and spin): 33.0 kcal/mol. The value obtained for the orbital gap is 5.42 eV. The calculation puts the total energy at -1170.84389 hartree. As for the total charge: -2. As for the molar mass: 154.172 g mol⁻¹. As for the spin multiplicity: 1.


(5)
Density functional theory data (ωB97M-V/def2-TZVPD) for 2 unconnected molecules or ions with the total composition CH2N2OS in a non-equilibrium geometry.

Each line ends with the Löwdin charge.
Cartesian coordinates (Å):
1 H 1.62678 -0.17703 -0.79118  -0.04
2 S -0.85888 1.18955 -0.36684  0.92
3 N -1.59713 -1.58689 -0.21735  0.13
4 H 1.83740 -0.68900 0.73739  -0.02
5 C -1.21246 -0.52040 -0.41107  -0.49
6 O -1.53531 1.60003 0.85508  -0.50
7 N 1.73959 0.18375 0.19397  0.00

For the HOMO energy (spin up / spin down), the calculation gives -9.42 / -7.92 eV. As for the relative energy (zero: lowest compared OMol25 entry of this formula, charge and spin): 107.2 kcal/mol. The value obtained for the orbital gap (spin up / spin down) is 6.49 / 3.40 eV. The calculation puts the total energy at -622.00687 hartree. As for the molar mass: 90.107 g mol⁻¹. As for the spin multiplicity: 1.


(6)
Density functional theory data (ωB97M-V/def2-TZVPD) for a single CH2N2OS molecule in a non-equilibrium geometry.

Each line ends with the Löwdin charge.
Cartesian coordinates (Å):
1 O -1.42436 0.91889 1.00621  -0.36
2 S -0.70527 -0.07216 0.31889  0.58
3 C -0.54922 -1.49669 1.30632  -0.31
4 H -1.70504 -0.62366 -0.79402  0.14
5 H 1.18028 1.04367 0.01711  0.06
6 N -0.61686 -2.52611 1.93840  0.14
7 N 0.76507 0.09408 0.07427  -0.24

For the HOMO energy, the calculation gives -11.01 eV. The SMILES is N#C[S@H](=N)=O. As for the relative energy (zero: lowest compared OMol25 entry of this formula, charge and spin): 57.1 kcal/mol. The value obtained for the orbital gap is 10.42 eV. The calculation puts the total energy at -622.08667 hartree. As for the molar mass: 90.107 g mol⁻¹. As for the spin multiplicity: 1.